Entry 1:
A molecular structure, C67H136F24N10O14PS6 at a distorted geometry, computed with ωB97M-V/def2-TZVPD.

CARTESIAN COORDINATES (ANGSTROEM)
C: -10.003 15.082 31.165
C: -9.238 13.872 30.828
C: -8.318 14.032 29.621
C: -7.431 12.760 29.417
N: -6.337 13.020 28.467
C: -6.886 12.946 27.090
C: -6.948 11.443 26.796
C: -6.015 10.746 27.725
C: -5.316 11.862 28.496
C: -5.547 14.318 28.723
C: -4.849 14.357 30.076
C: -4.109 15.685 30.357
H: -10.370 14.980 32.201
H: -10.885 15.207 30.461
H: -9.368 15.960 31.107
H: -9.983 13.081 30.652
H: -8.617 13.525 31.665
H: -7.782 14.949 29.777
H: -8.960 14.145 28.727
H: -7.892 11.875 29.019
H: -6.905 12.439 30.354
H: -6.221 13.405 26.349
H: -7.828 13.443 27.074
H: -6.728 11.309 25.735
H: -7.972 11.122 26.970
H: -5.284 10.210 27.124
H: -6.474 9.992 28.385
H: -4.423 12.220 27.946
H: -4.980 11.608 29.503
H: -6.188 15.177 28.621
H: -4.827 14.353 27.885
H: -4.214 13.476 30.188
H: -5.564 14.322 30.888
H: -4.653 16.533 29.955
H: -3.115 15.648 29.916
H: -4.036 15.814 31.447
C: 1.092 20.457 28.391
C: 2.574 20.656 27.938
C: 2.801 21.281 26.543
C: 2.797 22.806 26.750
N: 2.411 23.648 25.548
C: 2.386 25.116 25.890
C: 0.898 25.385 26.102
C: 0.285 24.540 25.010
C: 0.980 23.234 25.121
C: 3.479 23.334 24.533
C: 4.894 23.738 25.052
C: 5.851 23.738 23.845
H: 1.116 20.092 29.421
H: 0.542 19.704 27.822
H: 0.488 21.373 28.402
H: 3.040 19.664 27.988
H: 3.136 21.231 28.683
H: 2.082 20.921 25.813
H: 3.782 20.936 26.148
H: 3.725 23.171 27.170
H: 2.022 23.029 27.535
H: 2.650 25.711 24.994
H: 3.010 25.292 26.756
H: 0.539 26.418 26.011
H: 0.614 25.047 27.094
H: 0.504 25.079 24.094
H: -0.786 24.394 25.162
H: 1.054 22.767 24.123
H: 0.646 22.502 25.876
H: 3.272 23.940 23.666
H: 3.482 22.252 24.348
H: 5.240 23.054 25.845
H: 4.899 24.733 25.502
H: 6.831 24.084 24.141
H: 5.512 24.394 23.061
H: 6.007 22.739 23.454
C: -6.727 19.061 30.985
C: -5.251 19.438 30.738
C: -5.153 20.374 29.510
C: -5.286 19.488 28.278
N: -5.739 20.247 27.039
C: -7.123 20.724 27.097
C: -7.503 20.762 25.558
C: -6.464 19.908 24.805
C: -5.663 19.221 25.881
C: -4.872 21.386 26.815
C: -3.398 21.046 26.538
C: -2.527 22.219 26.837
H: -7.472 19.843 30.950
H: -6.938 18.485 31.875
H: -7.057 18.329 30.266
H: -4.618 18.567 30.708
H: -4.963 20.003 31.627
H: -4.153 20.810 29.546
H: -5.917 21.153 29.616
H: -5.975 18.641 28.411
H: -4.293 19.094 28.114
H: -7.240 21.670 27.642
H: -7.724 19.970 27.598
H: -7.459 21.791 25.201
H: -8.476 20.345 25.426
H: -5.833 20.532 24.157
H: -6.951 19.160 24.206
H: -4.586 19.037 25.784
H: -6.101 18.270 26.207
H: -4.900 22.020 27.687
H: -5.319 21.963 25.975
H: -3.319 20.789 25.463
H: -3.093 20.153 27.100
H: -2.726 22.403 27.895
H: -2.764 23.090 26.258
H: -1.462 21.980 26.868
C: -6.217 24.389 23.893
C: -6.910 25.037 25.085
C: -5.983 26.119 25.589
C: -6.615 26.866 26.759
N: -5.800 28.022 27.171
C: -6.461 28.650 28.364
C: -5.876 30.057 28.417
C: -5.602 30.374 26.947
C: -5.858 29.118 26.143
C: -4.346 27.680 27.348
C: -4.200 26.546 28.357
C: -2.822 26.547 29.073
H: -5.976 25.138 23.154
H: -6.794 23.572 23.466
H: -5.249 23.969 24.207
H: -7.041 24.293 25.881
H: -7.889 25.370 24.712
H: -5.785 26.855 24.804
H: -4.988 25.658 25.890
H: -6.732 26.180 27.624
H: -7.562 27.343 26.500
H: -6.333 28.072 29.302
H: -7.515 28.634 28.158
H: -4.924 30.100 29.016
H: -6.582 30.772 28.831
H: -4.624 30.766 26.757
H: -6.319 31.103 26.523
H: -5.255 28.901 25.268
H: -6.922 29.177 25.813
H: -3.877 28.624 27.624
H: -4.022 27.416 26.360
H: -4.396 25.628 27.778
H: -4.975 26.654 29.103
H: -2.553 25.552 29.466
H: -2.769 27.153 29.969
H: -1.958 26.747 28.485
C: -10.341 22.899 25.514
C: -10.935 23.419 24.230
C: -10.056 23.193 23.029
C: -10.678 23.913 21.839
N: -9.968 23.673 20.593
C: -8.545 24.119 20.555
C: -8.182 24.263 19.098
C: -9.587 24.464 18.383
C: -10.562 24.574 19.537
C: -10.021 22.155 20.326
C: -11.444 21.524 20.334
C: -11.249 20.047 19.942
H: -9.517 23.554 25.821
H: -9.954 21.905 25.565
H: -11.013 22.997 26.364
H: -11.048 24.490 24.426
H: -11.961 23.091 24.052
H: -10.021 22.127 22.885
H: -9.009 23.535 23.154
H: -10.724 24.976 22.075
H: -11.652 23.468 21.709
H: -8.048 23.354 21.114
H: -8.502 25.098 21.046
H: -7.631 23.428 18.736
H: -7.615 25.164 18.961
H: -9.812 23.624 17.729
H: -9.699 25.397 17.839
H: -11.598 24.316 19.331
H: -10.589 25.557 19.998
H: -9.409 21.724 21.110
H: -9.521 21.948 19.390
H: -12.126 22.007 19.629
H: -11.789 21.605 21.354
H: -10.890 20.001 18.926
H: -12.272 19.647 19.903
H: -10.623 19.476 20.628
C: -7.753 22.290 33.881
C: -7.270 21.477 35.021
O: -7.416 20.341 35.331
N: -6.509 22.431 36.086
H: -6.120 21.606 36.565
H: -5.782 22.969 35.596
C: -7.281 23.389 36.934
H: -8.277 21.684 33.184
H: -6.948 22.818 33.382
H: -8.388 23.113 34.289
H: -6.606 23.925 37.583
H: -7.947 22.768 37.546
H: -7.780 24.048 36.186
C: -10.560 18.808 30.065
C: -10.525 20.207 30.480
O: -10.069 20.728 31.420
N: -11.194 21.160 29.419
H: -10.506 21.201 28.626
H: -12.022 20.643 29.051
C: -11.557 22.565 29.959
H: -10.068 18.780 29.072
H: -11.591 18.485 29.854
H: -9.983 18.142 30.720
H: -12.264 22.450 30.795
H: -12.050 23.135 29.156
H: -10.681 23.120 30.329
C: -6.413 20.526 19.615
F: -5.526 19.679 19.143
F: -6.292 21.579 18.785
F: -7.628 20.000 19.582
S: -6.145 20.828 21.421
O: -7.496 21.183 21.848
O: -5.607 19.542 21.743
N: -5.237 22.118 21.429
S: -3.814 22.190 22.216
O: -3.231 23.452 21.988
O: -3.880 21.681 23.585
C: -2.544 21.118 21.402
F: -1.392 21.519 21.907
F: -2.679 19.848 21.785
F: -2.484 21.142 20.118
C: -8.528 17.101 26.963
F: -8.400 17.945 25.912
F: -7.707 16.080 26.749
F: -8.142 17.761 28.041
S: -10.279 16.536 27.193
O: -10.203 15.142 26.819
O: -10.630 16.824 28.532
N: -11.188 17.388 26.117
S: -11.488 18.931 26.091
O: -12.817 19.264 26.264
O: -10.564 19.744 26.803
C: -11.183 19.097 24.336
F: -9.931 19.081 24.004
F: -11.913 18.296 23.535
F: -11.679 20.439 24.103
C: -1.092 17.758 25.617
F: -1.657 18.785 24.966
F: -1.084 16.670 24.888
F: 0.138 18.076 26.021
S: -2.256 17.309 27.129
O: -2.108 18.472 28.021
O: -3.577 17.010 26.600
N: -1.508 16.036 27.720
S: -1.819 14.623 27.166
O: -2.442 13.732 28.131
O: -2.395 14.590 25.871
C: -0.126 13.961 26.994
F: -0.107 12.817 26.358
F: 0.732 14.718 26.376
F: 0.365 13.833 28.240
P: -7.279 24.199 30.142
F: -5.831 23.592 30.120
F: -6.702 25.747 30.078
F: -7.276 24.245 28.554
F: -8.820 24.749 30.240
F: -7.911 22.684 30.060
F: -7.235 24.284 31.789

For the HOMO energy, the calculation gives -13.8 eV. Its multiplicity is 1. As for the net charge: +3.

***

Entry 2:
6 unconnected molecules or ions with the total composition C51H110N6O7 at a distorted geometry, computed with ωB97M-V/def2-TZVPD.

CARTESIAN COORDINATES (ANGSTROEM)
C: -2.787 3.975 8.606
C: -1.791 2.923 8.046
C: -2.621 1.980 7.216
C: -1.823 1.168 6.093
C: -1.082 2.256 5.287
C: -0.098 3.070 6.181
N: -0.811 3.678 7.321
O: -0.119 4.474 8.033
C: 1.062 2.100 6.623
C: 0.507 4.226 5.392
C: -1.209 2.072 9.233
H: -2.272 4.671 9.267
H: -3.448 3.436 9.285
H: -3.307 4.599 7.880
H: -3.056 1.280 7.930
H: -3.400 2.567 6.729
H: -2.577 0.608 5.539
H: -1.130 0.413 6.466
H: -1.770 3.003 4.890
H: -0.588 1.718 4.478
H: 1.776 2.049 5.801
H: 1.638 2.469 7.472
H: 0.777 1.132 7.034
H: -0.286 4.917 5.104
H: 1.191 4.842 5.974
H: 0.945 3.934 4.437
H: -1.927 1.430 9.745
H: -0.925 2.783 10.010
H: -0.357 1.455 8.949
H: -0.338 5.359 7.734
C: -5.953 -2.371 2.352
C: -5.926 -1.971 0.808
C: -4.401 -1.974 0.286
C: -3.876 -3.327 -0.374
C: -4.900 -3.919 -1.210
C: -6.262 -4.144 -0.505
N: -6.776 -2.880 0.007
O: -8.108 -2.821 0.241
C: -7.315 -4.846 -1.615
C: -6.124 -5.138 0.734
C: -6.432 -0.574 0.616
H: -6.937 -2.716 2.672
H: -6.117 -1.470 2.942
H: -5.145 -2.919 2.836
H: -4.287 -1.220 -0.493
H: -3.821 -1.687 1.164
H: -3.509 -3.955 0.437
H: -2.869 -3.302 -0.789
H: -4.401 -4.781 -1.653
H: -5.005 -3.202 -2.025
H: -8.379 -4.695 -1.435
H: -7.159 -4.462 -2.623
H: -7.197 -5.917 -1.781
H: -5.296 -4.841 1.377
H: -6.987 -5.250 1.390
H: -6.008 -6.206 0.545
H: -6.885 -0.519 -0.374
H: -5.780 0.274 0.827
H: -7.260 -0.335 1.284
H: -8.309 -2.902 1.176
C: 11.320 4.117 -4.056
C: 9.933 4.679 -4.268
C: 9.462 4.097 -5.609
C: 8.064 4.167 -6.060
C: 7.245 3.598 -4.817
C: 7.531 4.346 -3.411
N: 8.950 4.148 -3.181
O: 9.186 4.782 -1.922
C: 7.001 5.749 -3.415
C: 6.792 3.412 -2.362
C: 10.068 6.240 -4.393
H: 11.082 3.053 -4.074
H: 11.746 4.388 -3.090
H: 12.012 4.438 -4.835
H: 9.977 4.581 -6.439
H: 9.807 3.063 -5.591
H: 7.848 3.508 -6.901
H: 7.603 5.126 -6.298
H: 7.550 2.555 -4.734
H: 6.163 3.535 -4.933
H: 7.149 6.244 -2.455
H: 6.981 6.291 -4.361
H: 5.937 5.541 -3.296
H: 6.951 2.347 -2.531
H: 7.178 3.592 -1.359
H: 5.716 3.587 -2.354
H: 9.160 6.666 -4.819
H: 10.962 6.632 -4.878
H: 10.241 6.672 -3.407
H: 9.353 4.022 -1.359
C: -2.840 -0.410 -3.680
C: -2.494 0.490 -4.875
C: -2.977 -0.371 -6.176
C: -4.435 -0.025 -6.569
C: -4.750 1.523 -6.523
C: -4.421 2.182 -5.149
N: -3.029 1.853 -4.908
O: -2.613 2.458 -3.715
C: -4.420 3.682 -5.368
C: -5.452 1.830 -4.023
C: -0.942 0.657 -5.227
H: -3.881 -0.732 -3.661
H: -2.716 0.077 -2.712
H: -2.230 -1.312 -3.731
H: -2.366 -0.172 -7.057
H: -2.781 -1.425 -5.975
H: -5.050 -0.392 -5.748
H: -4.836 -0.411 -7.507
H: -5.823 1.572 -6.705
H: -4.364 2.030 -7.407
H: -3.767 4.025 -6.170
H: -5.462 3.907 -5.596
H: -4.261 4.225 -4.437
H: -5.155 0.948 -3.457
H: -5.577 2.607 -3.269
H: -6.491 1.702 -4.328
H: -0.590 -0.342 -5.483
H: -0.351 1.067 -4.407
H: -0.891 1.290 -6.113
H: -2.079 3.200 -4.008
C: -0.859 -2.995 2.323
C: -0.305 -4.435 2.726
C: 0.586 -5.002 1.473
C: 1.279 -6.282 1.844
C: 2.139 -5.995 3.092
C: 1.299 -5.527 4.361
N: 0.389 -4.436 4.044
O: -0.146 -3.764 5.052
C: 0.539 -6.726 5.044
C: 2.456 -5.071 5.316
C: -1.523 -5.378 2.828
H: -1.206 -2.999 1.290
H: -0.159 -2.207 2.601
H: -1.705 -2.702 2.945
H: -0.094 -5.074 0.625
H: 1.409 -4.290 1.406
H: 1.913 -6.656 1.040
H: 0.523 -7.053 1.991
H: 3.028 -5.402 2.874
H: 2.689 -6.897 3.363
H: -0.504 -6.595 5.334
H: 0.661 -7.589 4.389
H: 0.894 -7.141 5.987
H: 3.359 -5.663 5.169
H: 2.662 -4.013 5.151
H: 2.173 -5.170 6.364
H: -1.995 -5.673 1.891
H: -2.223 -5.060 3.601
H: -1.284 -6.408 3.097
H: 0.534 -3.126 5.277
C: -1.207 1.104 0.607
O: -0.101 0.863 -0.243
C: -0.194 -0.310 -0.910
C: 1.219 -0.598 -1.591
N: 1.080 -1.587 -2.658
C: 2.264 -1.680 -3.490
C: 2.885 -0.306 -3.966
O: 3.560 0.505 -3.034
C: 4.859 0.085 -2.510
H: -1.272 2.192 0.597
H: -0.931 0.939 1.649
H: -2.218 0.742 0.424
H: -1.003 -0.110 -1.612
H: -0.541 -1.168 -0.333
H: 1.948 -1.013 -0.895
H: 1.519 0.324 -2.089
H: 0.177 -1.382 -3.061
H: 2.096 -2.205 -4.431
H: 2.935 -2.351 -2.953
H: 2.301 0.377 -4.584
H: 3.609 -0.575 -4.735
H: 5.101 -0.966 -2.346
H: 5.022 0.610 -1.569
H: 5.682 0.412 -3.145

For the HOMO energy (alpha / beta), the calculation gives 0.7 / -5.6 eV. Its multiplicity is 2. As for the net charge: -1.